{
  "formula": "C13H35N9O20",
  "method": "ωB97M-V/def2-TZVPD",
  "symbols": ["O", "O", "O", "O", "O", "O", "O", "O", "O", "O", "O", "O", "O", "O", "O", "O", "O", "O", "O", "O", "N", "N", "N", "N", "N", "N", "N", "N", "N", "C", "C", "C", "C", "C", "C", "C", "C", "C", "C", "C", "C", "C", "H", "H", "H", "H", "H", "H", "H", "H", "H", "H", "H", "H", "H", "H", "H", "H", "H", "H", "H", "H", "H", "H", "H", "H", "H", "H", "H", "H", "H", "H", "H", "H", "H", "H", "H"],
  "xyz": [[9.64, -4.99, -14.76], [-2.33, -7.36, -22.76], [3.66, -2.47, -17.34], [4.93, -5.33, -21.05], [2.63, -1.93, -19.14], [-0.31, -0.86, -24.51], [-0.38, -8.01, -22.15], [7.84, -5.88, -15.54], [8.92, -5.72, -20.64], [4.89, -2.04, -24.57], [6.20, -1.36, -26.11], [6.68, -9.62, -24.65], [4.59, -6.72, -26.28], [2.87, -5.66, -20.26], [0.06, -2.29, -22.96], [6.30, -10.70, -22.82], [3.90, -6.49, -24.27], [3.58, -10.46, -20.98], [3.55, -10.34, -18.84], [8.27, -5.90, -22.70], [5.58, -1.19, -25.09], [6.45, -9.69, -23.46], [0.39, -1.35, -23.67], [3.14, -10.04, -19.93], [-1.19, -7.16, -22.42], [4.66, -6.24, -25.18], [8.43, -5.29, -21.67], [2.74, -2.55, -18.11], [9.02, -5.65, -15.57], [1.67, -3.55, -17.81], [5.82, 0.11, -24.38], [6.24, -8.40, -22.72], [5.52, -5.95, -19.90], [5.65, -4.92, -18.77], [7.99, -3.86, -21.61], [3.61, -5.21, -21.10], [9.84, -6.22, -16.68], [1.75, -0.80, -23.39], [-0.72, -5.74, -22.32], [3.13, -4.16, -22.08], [5.82, -5.36, -24.92], [1.96, -9.15, -20.04], [8.77, -3.36, -21.04], [1.77, -8.62, -19.11], [2.12, -4.34, -22.43], [6.21, -5.35, -17.94], [3.06, -3.21, -21.55], [4.68, -4.57, -18.43], [6.52, -6.28, -20.16], [1.06, -9.64, -20.40], [7.99, -3.44, -22.61], [-1.27, -5.20, -23.08], [1.61, 0.27, -23.27], [5.20, 0.09, -23.50], [6.69, -6.02, -24.97], [2.24, -8.43, -20.80], [4.98, -6.85, -19.59], [0.81, -2.94, -17.52], [6.99, -3.89, -21.18], [6.28, -4.12, -19.16], [3.85, -4.04, -22.89], [1.93, -4.21, -16.99], [1.47, -4.05, -18.75], [5.61, 0.90, -25.09], [7.03, -8.32, -21.98], [5.87, -4.59, -25.69], [5.71, -4.94, -23.93], [9.20, -6.86, -17.29], [2.35, -1.01, -24.27], [6.28, -7.60, -23.44], [6.88, 0.07, -24.15], [-0.90, -5.42, -21.30], [2.17, -1.23, -22.49], [0.36, -5.73, -22.44], [10.54, -6.93, -16.23], [5.26, -8.48, -22.26], [10.29, -5.44, -17.26]],
  "smiles": "C[N+](=O)[O-].C[N+](=O)[O-].C[N+](=O)[O-].C[N+](=O)[O-].C[N+](=O)[O-].C[N+](=O)[O-].C[N+](=O)[O-].C[N+](=O)[O-].C[N+](=O)[O-].CCOC(C)=O",
  "e_above_lowest_ev": 0.000,
  "energy_ev": -68384.215,
  "gap_ev": 9.90
}